1.
Here is C29H35N6O3PSeZr as an isolated structure from OMol25. Energies are from ωB97M-V with the def2-TZVPD basis set.

Each line ends with the Löwdin charge.
Positions of all 76 atoms, in Å:
Zr -0.4708 0.7852 0.0111  1.682
C -1.8333 3.0240 1.8033  -0.084
N -2.1748 2.2980 0.5544  -0.262
C -3.3878 1.4460 0.7502  -0.076
C -3.5546 0.6147 -0.4914  -0.269
C -4.7828 0.2025 -0.9670  0.048
C -4.8345 -0.4925 -2.1683  0.044
C -3.6531 -0.7430 -2.8613  0.015
C -2.4631 -0.3287 -2.3092  -0.117
N -2.4020 0.3360 -1.1364  -0.115
C -2.4515 3.2968 -0.5168  -0.081
C -1.2283 3.5818 -1.3328  -0.231
C -1.1142 4.7692 -2.0305  0.043
C -0.0442 4.9487 -2.8932  0.042
C 0.8892 3.9252 -3.0178  0.009
C 0.7353 2.7901 -2.2570  -0.101
N -0.3010 2.5996 -1.4065  -0.021
C -1.2556 2.0717 2.8029  -0.257
C -1.3200 2.3040 4.1630  0.049
C -0.7262 1.3996 5.0316  0.047
C -0.0960 0.2770 4.5044  0.016
C -0.0844 0.1007 3.1405  -0.122
N -0.6478 0.9831 2.2814  -0.064
H -2.7155 3.5312 2.2024  0.160
H -1.1035 3.8014 1.5545  0.153
H -4.2668 2.0717 0.9241  0.162
H -3.2519 0.8195 1.6358  0.146
H -5.6869 0.4402 -0.4217  0.148
H -5.7862 -0.8181 -2.5690  0.147
H -3.6585 -1.2547 -3.8135  0.139
H -1.5214 -0.5274 -2.8066  0.117
H -2.8570 4.2094 -0.0766  0.156
H -3.2206 2.9025 -1.1838  0.151
H -1.8702 5.5354 -1.9174  0.147
H 0.0561 5.8643 -3.4622  0.147
H 1.7282 4.0120 -3.6943  0.137
H 1.4559 1.9900 -2.3134  0.083
H -1.8329 3.1805 4.5379  0.149
H -0.7651 1.5599 6.1017  0.148
H 0.3607 -0.4636 5.1464  0.140
H 0.3547 -0.7830 2.6999  0.074
C 4.0797 2.1081 -1.5300  0.000
O 3.8187 0.9601 -0.6660  -0.302
P 2.6643 0.2224 0.0372  0.955
O 1.3789 0.0415 -1.1003  -0.599
C 1.5927 -0.9533 -2.1635  -0.047
O 1.6242 1.4317 0.6635  -0.543
C 2.1764 2.2538 1.7524  -0.023
H 5.1366 2.3238 -1.4151  0.118
H 3.4752 2.9551 -1.2141  0.088
H 3.8706 1.8173 -2.5569  0.105
H 1.7528 -0.4213 -3.0977  0.109
H 0.7122 -1.5870 -2.2121  0.066
H 2.4694 -1.5547 -1.9216  0.102
H 2.5287 1.6064 2.5538  0.105
H 1.3782 2.8968 2.1085  0.091
H 2.9911 2.8543 1.3568  0.105
C -0.7648 -4.9476 -0.8494  0.021
N 0.3758 -4.3556 -0.1484  -0.050
C 0.4944 -3.1281 0.3607  -0.612
Se -0.9159 -1.8623 0.3029  0.826
N 1.6900 -3.0294 0.9658  0.130
C 2.3763 -4.2390 0.8554  -0.160
C 3.6222 -4.6528 1.3167  0.018
C 3.9685 -5.9554 1.0257  -0.018
C 3.1145 -6.8125 0.3058  -0.012
C 1.8809 -6.3995 -0.1499  0.033
C 1.5328 -5.0831 0.1441  -0.141
H -1.5196 -4.1894 -1.0296  0.053
H -1.1845 -5.7423 -0.2354  0.124
H -0.4194 -5.3585 -1.7957  0.117
H 2.0159 -2.2260 1.4754  0.118
H 4.2792 -4.0049 1.8805  0.126
H 4.9222 -6.3360 1.3649  0.132
H 3.4366 -7.8262 0.1111  0.133
H 1.2275 -7.0669 -0.6942  0.131

Its charge is +4. Its relative energy (zero: lowest compared OMol25 entry of this formula, charge and spin) is 0.0 kcal per mole.

2.
Here is a 4-piece molecular cluster, C2H11O4 overall at a distorted geometry from OMol25. Energies are from ωB97M-V with the def2-TZVPD basis set.

Each line ends with the natural charge from an NBO analysis.
Positions of all 17 atoms, in Å:
C 0.3248 -0.8048 0.6516  -0.038
O -0.3324 -0.1336 -0.3478  -0.961
C -0.0706 -0.2739 1.9983  -0.653
H 1.4700 -0.8365 0.3776  0.127
H -0.0099 -1.8925 0.5959  0.118
H 0.6401 -0.5995 2.7321  0.184
H -1.1454 -0.5276 2.1644  0.195
H -0.2306 0.7957 2.0182  0.223
H -0.6822 2.8552 -0.6047  0.435
H -1.0396 1.3399 -0.2865  0.523
O -1.2041 2.3926 -0.0143  -1.031
H 0.1881 -2.3187 -1.9417  0.448
H -0.8451 -1.4164 -1.3727  0.503
O -0.8067 -2.1270 -2.0036  -0.988
H 1.2940 1.9208 -1.3877  0.433
H 0.8120 0.5331 -1.1450  0.501
O 1.6374 1.0933 -1.4341  -1.020

Its charge is -1. Its relative energy (zero: lowest compared OMol25 entry of this formula, charge and spin) is 22.2 kcal per mole.

3.
Here is C23H43AuN2OP3S as an isolated structure at a distorted geometry from OMol25. Energies are from ωB97M-V with the def2-TZVPD basis set.

Each line ends with the Löwdin spin population.
Positions of all 74 atoms, in Å:
Au -0.3184 -0.0256 0.3559  0.212
P 0.8690 -1.2072 2.4299  0.224
P -0.0401 -2.1869 -0.8440  0.013
P -0.5748 1.9195 1.9407  0.026
H -5.9213 1.0656 -3.4018  0.004
C -5.6275 2.0629 -3.0187  0.045
C -4.5600 2.6355 -3.6017  0.033
H -4.1044 2.0694 -4.4211  0.001
C -0.4314 -2.1306 3.3357  0.024
C 2.1124 -2.4752 1.9862  0.034
C 1.7525 -0.3115 3.7629  0.039
C -0.8184 -2.0878 -2.4864  0.010
C 1.5482 -3.0419 -1.2616  -0.002
C -1.1417 -3.4293 -0.0642  0.000
C -1.6753 3.2631 1.3464  0.014
C 0.9110 2.8321 2.5069  -0.002
C -1.4603 1.3841 3.4621  0.000
H -6.2712 2.5243 -2.2663  0.001
H -4.1835 3.6519 -3.3992  0.003
H -0.0070 -2.6302 4.2174  0.007
H -0.8925 -2.8738 2.6778  0.000
H -1.2198 -1.4393 3.6593  0.000
H 2.5722 -2.8852 2.8976  0.008
H 2.9054 -2.0156 1.3835  0.001
H 1.6729 -3.3012 1.4117  0.000
H 2.2180 -1.0427 4.4394  0.009
H 1.0915 0.3378 4.3447  0.000
H 2.5557 0.3010 3.3335  0.001
H -0.6099 -3.0248 -3.0177  0.001
H -0.4001 -1.2327 -3.0388  0.001
H -1.9020 -1.9498 -2.4069  0.001
H 1.4683 -4.1232 -1.0628  0.000
H 2.3922 -2.6469 -0.6830  0.000
H 1.7810 -2.9054 -2.3283  0.000
H -1.1792 -4.3604 -0.6508  0.000
H -2.1302 -2.9536 -0.0423  0.000
H -0.7945 -3.6459 0.9568  0.000
H -1.8092 4.0265 2.1283  0.001
H -2.6504 2.8287 1.0838  0.000
H -1.2602 3.7341 0.4415  0.003
H 0.6098 3.8254 2.8707  0.000
H 1.5905 2.9524 1.6495  0.000
H 1.4273 2.2905 3.3102  0.000
H -1.7307 2.2524 4.0797  0.000
H -0.8334 0.7045 4.0633  0.000
H -2.3705 0.8653 3.1396  0.000
C -2.7898 0.9596 -1.9280  0.136
C -3.6273 0.6820 -0.7944  0.087
C -4.6506 -0.3226 -0.9231  0.047
C -4.7532 -1.0397 -2.1142  0.117
C -3.9202 -0.7551 -3.2268  0.012
C -2.9557 0.2397 -3.1180  0.119
S -1.4454 1.9074 -1.6745  0.666
H -2.1432 0.3121 -0.1231  0.088
H -3.6841 1.4490 -0.0168  0.003
H -5.2787 -0.5272 -0.0513  0.000
H -5.5285 -1.8080 -2.2747  0.004
H -4.0721 -1.3050 -4.1411  -0.001
H -2.3301 0.5484 -3.9434  0.002
N 7.5102 1.3682 -0.4295  0.000
C 6.6249 0.9660 -1.3936  0.000
O 6.9870 0.7625 -2.5437  0.000
C 5.1715 0.8104 -1.0198  0.000
C 4.6971 1.1882 0.2475  0.000
C 3.3410 0.9898 0.5733  0.001
N 2.4357 0.4498 -0.2671  0.005
C 2.8805 0.1246 -1.5007  0.001
C 4.2219 0.2443 -1.9060  0.000
H 8.4835 1.3812 -0.6967  0.000
H 7.2969 1.3015 0.5498  0.000
H 5.3473 1.6153 1.0222  0.000
H 2.9792 1.2718 1.5738  0.000
H 2.1413 -0.2774 -2.2090  0.000
H 4.5006 -0.1376 -2.8905  0.000

Its charge is +3. Its relative energy (zero: lowest compared OMol25 entry of this formula, charge and spin) is 91.4 kcal per mole. The spin multiplicity is 3.

4.
Here is FTl as an isolated structure at a distorted geometry from OMol25. Energies are from ωB97M-V with the def2-TZVPD basis set.

Each line ends with the natural charge from an NBO analysis.
Positions of all 2 atoms, in Å:
Tl -1.2405 0.4181 -0.7071  2.286
F 1.2405 -0.4181 0.7071  0.714

Its charge is +3. The spin multiplicity is 2.

5.
Here is an isolated molecule of C13H16 at a distorted geometry from OMol25. Energies are from ωB97M-V with the def2-TZVPD basis set.

Each line ends with the natural charge from an NBO analysis.
Positions of all 29 atoms, in Å:
C -0.0424 2.2209 0.4440  -0.607
C 0.1815 1.3181 -0.7465  -0.235
C 1.5989 0.7585 -0.8558  -0.412
C 1.4588 -0.4883 -1.6772  -0.408
C 0.3082 -1.2810 -1.1298  -0.196
C 0.2137 -1.6848 0.3319  -0.010
C 0.5206 -2.8131 1.0467  -0.216
C 0.2726 -2.7211 2.3578  -0.214
C -0.3675 -1.5747 2.9034  -0.208
C -0.7668 -0.4696 2.0681  -0.206
C -0.4895 -0.6162 0.7524  -0.057
C -0.7022 0.0871 -0.5530  0.024
C -2.1229 0.2030 -1.1518  -0.609
H 0.2809 1.6902 1.2893  0.208
H -1.1531 2.5241 0.6618  0.208
H 0.6592 3.0790 0.3129  0.214
H -0.0480 1.8864 -1.7684  0.203
H 2.1130 0.5040 0.1395  0.208
H 2.2525 1.4164 -1.3987  0.213
H 1.3714 -0.1866 -2.7220  0.205
H 2.2742 -1.2139 -1.6735  0.212
H -0.0513 -1.8969 -1.8383  0.196
H 0.8340 -3.6827 0.4154  0.220
H 0.4364 -3.6169 3.0172  0.214
H -0.5194 -1.5784 3.9415  0.209
H -1.1701 0.4798 2.3028  0.215
H -2.2357 1.1493 -1.3835  0.199
H -2.8698 -0.1423 -0.3915  0.214
H -2.1465 -0.3960 -2.1102  0.216

Its charge is 0. Its relative energy (zero: lowest compared OMol25 entry of this formula, charge and spin) is 36.4 kcal per mole. As for the SMILES: C[C@H]1CC[C@H]2c3ccccc3[C@@]12C.

6.
Here is a 2-piece molecular cluster, C4H12P2 overall at a distorted geometry from OMol25. Energies are from ωB97M-V with the def2-TZVPD basis set.

Each line ends with the natural charge from an NBO analysis.
Positions of all 18 atoms, in Å:
H 1.6527 -1.6175 0.0358  -0.062
P 0.8855 -1.1365 1.1887  0.393
C -0.2098 -0.4342 0.1836  -0.326
C -1.5849 0.0225 0.6830  -0.676
C -0.0334 -0.3529 -1.3511  -0.439
C -0.4716 -1.7688 -1.8976  -0.588
H -1.5386 0.8681 1.4796  0.229
H -2.1588 -0.7079 1.2272  0.230
H -2.0986 0.3180 -0.1512  0.205
H 1.0626 -0.2011 -1.5853  0.213
H -0.5647 0.4335 -1.6541  0.195
H -0.6836 -1.6365 -2.8897  0.207
H -1.4126 -1.9944 -1.3708  0.200
H 0.3298 -2.4919 -1.5455  0.221
P 1.8911 2.4149 1.3518  0.013
H 0.8089 3.2757 1.6075  -0.007
H 1.5456 1.6767 2.5626  0.004
H 2.5803 3.3323 2.1254  -0.012

Its charge is 0. Its relative energy (zero: lowest compared OMol25 entry of this formula, charge and spin) is 58.6 kcal per mole. As for the SMILES: [H]/P=C(/C)CC.P.

no.,electronic energy (Eh)
1,-4469.0123
2,-383.7704
3,-2643.7997
4,-270.2621
5,-504.8579
6,-842.1906